[1]
Computed, not measured: 2 unconnected molecules or ions with the total composition C22H25F4Si in a non-equilibrium geometry, with ωB97M-V/def2-TZVPD.

```
52
Properties=species:S:1:pos:R:3:mulliken_charge:R:1
C 0.94703 -3.30411 3.54899 -1.074
Si -0.06959 -2.02514 2.68227 -0.085
C 0.96979 -0.57001 2.16694 -0.703
C -0.92514 -2.99603 1.25840 -0.610
C -2.28252 -2.62717 0.98365 -0.027
C -3.24552 -1.86040 1.74479 -0.390
C -2.77355 -0.97811 2.95795 -0.803
H -3.62876 -0.89681 3.64401 0.370
C -1.54297 -1.46487 3.71077 -0.660
H 0.29507 -4.07862 3.96395 0.358
H 1.65122 -3.77231 2.85124 0.360
H 1.51552 -2.83883 4.36176 0.341
H 0.40900 0.22216 1.65884 0.056
H 1.40872 -0.13805 3.07942 0.425
H 1.79976 -0.86450 1.51071 0.382
H -0.30522 -2.74960 0.35830 0.360
H -0.69261 -4.06672 1.53222 0.466
H -0.92885 0.04332 -0.79915 -0.034
H -2.49820 -2.60674 -0.09859 0.418
H -3.56578 -1.09558 1.01060 0.242
H -4.19712 -2.36988 2.01135 0.445
H -2.59258 0.04995 2.60262 0.326
H -1.83246 -2.33519 4.31014 0.399
H -1.18986 -0.67591 4.38845 0.421
F 5.37369 2.03429 -2.78716 -0.309
C 4.72192 2.21626 -1.59179 0.432
C 5.43839 2.68009 -0.48895 -0.761
C 4.70356 2.83389 0.68773 0.467
F 5.38336 3.25125 1.80963 -0.309
C 3.33906 2.55196 0.78936 -0.921
C 2.65230 2.07399 -0.35888 0.687
C 1.24596 1.77068 -0.32352 -0.469
C 0.61065 1.04421 -1.27527 0.083
C -0.88710 0.95534 -1.30187 -0.190
C -1.61184 0.79952 -2.62506 0.461
C -2.86115 1.41788 -2.82353 -0.816
C -3.33242 1.55999 -4.12653 0.374
F -4.43137 2.35655 -4.32430 -0.299
C -2.73522 0.97142 -5.23060 -0.626
C -1.61094 0.18201 -4.95661 0.298
F -0.99088 -0.44469 -6.01430 -0.299
C -1.06503 0.03952 -3.67119 -0.595
C 3.37561 1.89349 -1.55360 -0.934
H 6.50317 2.87540 -0.57003 0.475
H 2.80782 2.66897 1.72827 0.440
H 0.63223 2.20287 0.47025 0.450
H 1.17748 0.45514 -1.99994 0.157
H -1.34625 1.75397 -0.71620 0.414
H -3.41252 1.81843 -1.98308 0.446
H -3.07377 1.14902 -6.24289 0.479
H -0.20426 -0.64671 -3.51358 0.424
H 2.87219 1.53441 -2.44599 0.462
```

Summary:
Total charge ... +1
HOMO-LUMO gap ... 4.575 eV
HOMO level ... -10.98 eV

[2]
Computed, not measured: a molecular structure, C14H24BiI2O4S2Ti in a non-equilibrium geometry, with ωB97M-V/def2-TZVPD.

```
48
Properties=species:S:1:pos:R:3:mulliken_spin:R:1
I 0.17273 -3.40074 -2.39062 -0.002
I -0.01910 -1.69926 -4.49987 -0.001
Ti 0.09195 0.50409 -2.35281 0.446
Bi -0.34869 0.84869 0.49243 0.288
S 1.59584 -0.50920 -1.11298 0.008
S -1.78314 -0.47815 -1.53421 0.035
C 1.74530 2.08039 0.43367 0.010
C 3.50552 -0.89958 -2.04695 0.000
C -3.78650 0.05789 -1.46064 0.000
C 3.39786 -0.61308 -3.52031 -0.002
C 4.43027 0.06779 -1.32564 0.003
C 3.76600 -2.34392 -1.68763 -0.004
C -4.16464 -0.12676 -2.92095 -0.001
C -3.98276 1.48218 -1.00340 0.004
C -4.39347 -0.99962 -0.55166 0.002
C 1.55182 2.16539 -2.84405 -0.001
C -0.44263 2.56202 -1.79964 0.041
O 2.82457 2.08124 0.84589 0.002
O 2.33225 3.02203 -2.72187 -0.001
O -0.85240 3.64922 -1.82551 0.086
H 3.13046 0.43700 -3.70907 0.000
H 2.63245 -1.24509 -3.99455 0.001
H 4.37300 -0.81947 -4.01131 -0.001
H 4.15456 1.11376 -1.52478 0.000
H 5.47452 -0.07643 -1.66843 0.000
H 4.40437 -0.09793 -0.23996 0.000
H 3.71928 -2.48225 -0.59965 0.000
H 4.78281 -2.62722 -2.01550 0.001
H 3.02683 -3.01570 -2.15627 0.001
H -5.24400 0.04834 -3.06311 0.001
H -3.91526 -1.14154 -3.26214 0.002
H -3.61460 0.58793 -3.54659 0.001
H -5.07149 1.66540 -0.92476 0.001
H -3.57474 2.19561 -1.73708 -0.001
H -3.52402 1.69421 -0.02559 0.001
H -5.47987 -0.84880 -0.45591 0.000
H -3.97014 -0.97666 0.46094 0.001
H -4.23464 -2.00328 -0.96794 0.000
C -1.32260 0.61373 4.74864 0.009
C -0.13187 0.45325 3.85826 0.011
C 0.65904 -0.79812 4.05056 0.000
O 0.19083 1.33499 3.03040 0.058
H -1.02723 0.41062 5.78683 0.000
H -2.08666 -0.13860 4.50113 0.001
H -1.76226 1.61390 4.67781 -0.001
H 0.20601 -1.62195 3.47212 0.002
H 1.69366 -0.65222 3.72426 0.001
H 0.62929 -1.08091 5.11063 -0.001
```

Summary:
Total charge ... +4
Energy above the lowest of the compared OMol25 structures with the same formula, charge and spin ... 0.0 kcal per mole
HOMO-LUMO gap (spin up / spin down) ... 5.238 / 5.099 eV
HOMO level (spin up / spin down) ... -21.28 / -21.29 eV
Multiplicity ... 2
<S²> ... 0.772

Number 1: E -1541.92745 a.u.. Number 2: E -3302.92839 a.u..